Record 1
7
Properties=species:S:1:pos:R:3:forces:R:3:mulliken_charge:R:1 method="wB97M-V/def2-TZVPD" homo_ev="-13.6 / -14.5" multiplicity=1 gap_ev="6.216 / 7.623" de_lowest_kcal_mol=0.0 e_tot_ev=-12029.8652 total_charge=+1
H -0.669574 -0.044007 -1.510821 2.227 -1.702 -0.664 0.29
O -0.362635 0.617723 1.236362 0.380 0.509 -1.951 -0.50
C -0.171805 0.737012 -0.105956 2.615 0.703 2.794 0.09
C 0.323993 -0.352945 -0.823026 -4.065 0.590 -0.165 -0.01
O 0.458596 -1.510514 -0.175998 0.224 0.763 -0.340 -0.48
H 0.045861 1.739028 -0.515424 -1.249 -0.294 0.175 0.43
Bi 0.375563 -1.186297 1.894862 -0.132 -0.568 0.151 1.18

Record 2
6
Properties=species:S:1:pos:R:3:forces:R:3:mulliken_charge:R:1 method="wB97M-V/def2-TZVPD" homo_ev="-5.7 / -9.8" s_squared=2.0055 multiplicity=3 gap_ev="6.399 / 7.066" de_lowest_kcal_mol=70.2 e_tot_ev=-142183.9435
C 1.738751 0.338565 -0.018006 2.612 -5.455 -1.214 -0.22
C 0.807017 1.140234 0.118344 -1.306 5.187 1.946 -0.12
Br -0.852041 1.681356 0.192335 -1.532 0.542 -0.557 0.05
Br -1.804368 -1.322920 0.187001 1.264 0.272 1.831 -0.20
H -2.584082 -1.825352 -0.776796 -1.529 -1.071 -1.866 0.19
H 2.694722 -0.011884 0.297123 0.491 0.526 -0.140 0.30

Record 3
9
Properties=species:S:1:pos:R:3:forces:R:3:mulliken_charge:R:1 method="wB97M-V/def2-TZVPD" homo_ev=-8.4 multiplicity=1 gap_ev=8.449 de_lowest_kcal_mol=81.7 e_tot_ev=-148328.3446
C 0.651335 -0.241991 0.605922 -3.457 -1.534 0.242 0.35
C 0.028057 -0.112875 -1.104003 -3.748 -1.635 -3.295 0.07
O 0.352246 0.785255 -0.122249 0.638 2.527 -0.031 -0.22
O 0.500271 -1.191952 -0.337226 0.274 -0.303 1.061 -0.26
O -1.011927 -0.144041 1.866862 2.733 -3.075 -1.037 -0.58
Br 1.049974 0.137841 -2.689498 -0.138 0.064 -0.177 -0.10
Br -1.594859 1.433247 1.690564 -1.466 2.800 0.050 0.01
H 1.193279 -0.354666 1.449141 1.964 0.073 2.421 0.44
H -1.168376 -0.310818 -1.359514 3.199 1.083 0.765 0.30

Record 4
7
Properties=species:S:1:pos:R:3:forces:R:3:mulliken_charge:R:1 method="wB97M-V/def2-TZVPD" homo_ev=-9.0 multiplicity=1 gap_ev=7.302 de_lowest_kcal_mol=64.2 smiles="Cl/C=C/OBr" e_tot_ev=-86715.6834
Cl 1.991317 -0.610168 -0.175495 1.380 -0.456 0.120 -0.15
C 0.604235 0.303405 -0.151495 -4.732 -0.776 0.293 -0.23
C -0.598414 -0.218953 0.388084 3.960 3.409 -1.273 0.00
O -1.579140 0.675819 0.434072 -2.668 -0.012 -0.858 -0.41
Br -3.235111 -0.232777 -0.219348 1.199 0.904 0.490 0.04
H 0.527560 1.255679 -0.740314 0.315 -1.109 0.733 0.32
H -0.784299 -0.983380 1.073038 0.547 -1.961 0.495 0.42

Record 5
9
Properties=species:S:1:pos:R:3:forces:R:3:mulliken_charge:R:1 method="wB97M-V/def2-TZVPD" homo_ev=-10.1 multiplicity=1 gap_ev=8.625 de_lowest_kcal_mol=32.6 e_tot_ev=-99598.0430
C 1.645464 -0.524699 -0.355514 -1.493 -2.658 -0.502 -0.43
C 0.356965 -0.801141 -0.033955 0.995 2.870 0.014 0.02
O -2.006808 0.475122 1.556106 -0.129 0.071 -0.531 -0.44
O -0.347395 2.087649 0.603194 -1.087 -0.401 -0.370 -0.47
S -1.195168 0.926931 0.468295 3.686 -1.428 -0.016 0.86
Cl -2.333519 1.033359 -1.228375 0.026 0.081 0.171 -0.11
Br -0.549610 -2.293935 0.379774 -0.276 -1.067 0.239 0.01
H 2.470485 -1.278133 -0.617895 -1.725 0.432 0.943 0.26
H 1.959586 0.374843 -0.771628 0.003 2.101 0.052 0.28

Record 6
7
Properties=species:S:1:pos:R:3:forces:R:3:mulliken_charge:R:1 method="wB97M-V/def2-TZVPD" homo_ev=-10.7 multiplicity=1 gap_ev=10.779 de_lowest_kcal_mol=1.7 smiles="O=C[C@H](F)Br" e_tot_ev=-76912.6392
O 0.663808 1.817112 0.376291 -1.050 -0.809 -0.560 -0.40
C 0.080998 0.960848 -0.240801 2.342 -0.995 0.495 -0.01
C 0.121942 -0.575071 0.220254 -0.318 0.310 0.142 0.16
F 0.942538 -1.491939 -0.380575 -0.160 0.767 -1.206 -0.22
Br -1.732325 -1.020432 -0.010281 -0.486 -0.485 -0.088 -0.12
H -0.438494 1.089208 -1.201074 -0.176 0.291 0.101 0.32
H 0.361535 -0.779727 1.236186 -0.152 0.922 1.116 0.26